Entry 1:
ORCA calculation (ωB97M-V/def2-TZVPD) on a structure of composition C29H50N5O3S3Si3Yb.

```
! wB97M-V def2-TZVPD RIJCOSX def2/J DEFGRID3
* xyz 0 2
Yb -0.394 -0.638 -0.559
S -1.546 -2.510 -2.267
S -3.774 -4.337 -1.582
S -2.599 -2.556 0.496
Si -3.155 0.882 -2.270
Si -3.099 1.455 0.874
Si -0.827 2.532 -1.024
O -0.401 -3.883 6.056
O 1.511 -3.190 6.729
O 0.367 1.564 -1.826
N 1.333 -0.060 1.371
N 0.625 -3.256 5.900
N 4.156 0.512 -0.322
N 1.897 -1.863 -1.776
N 0.096 -2.425 1.073
C -2.695 -3.180 -1.193
C -0.803 -3.477 0.922
C -3.495 3.304 1.183
C 2.567 0.649 3.782
C -1.011 -4.386 2.041
C 1.663 -3.300 -1.549
C -4.370 -0.596 -2.208
C 3.285 -1.633 -1.319
C 1.617 -1.389 4.801
C 2.680 1.440 2.672
C 0.246 -2.901 3.457
C 0.818 -2.506 4.684
C 1.235 -0.872 2.450
C 4.639 1.835 -0.676
C -2.047 0.819 2.357
C 5.125 -0.135 0.540
C 0.033 3.360 0.477
C 2.048 1.043 1.486
C 1.772 -1.638 -3.225
C -4.267 2.381 -2.694
C 1.174 2.163 -2.809
C 3.865 -0.232 -1.540
C -1.190 4.064 -2.122
C -2.084 1.179 -0.708
C 1.825 -0.547 3.699
C -4.758 0.519 0.985
C 0.484 -2.095 2.312
C -0.501 -4.110 3.254
C -1.972 0.621 -3.762
H -0.623 -4.809 4.066
H -5.465 0.868 0.243
H -4.201 -1.274 -3.037
H -4.622 -0.549 0.845
H 4.758 2.432 0.225
H 5.612 1.798 -1.189
H -0.490 4.275 0.733
H 3.924 2.331 -1.329
H -5.399 -0.259 -2.269
H -1.602 -5.269 1.851
H 0.745 -1.828 -3.539
H -0.709 -3.991 -0.038
H -3.747 3.314 -2.530
H 5.323 0.521 1.385
H 3.016 0.933 4.724
H 2.405 -3.910 -2.083
H 3.297 -1.859 -0.250
H -1.987 4.650 -1.676
H 0.583 2.808 -3.458
H -5.149 2.384 -2.064
H -5.209 0.656 1.963
H 3.942 -2.355 -1.832
H 3.221 2.373 2.700
H 1.628 1.391 -3.432
H 1.062 3.638 0.267
H 1.963 2.767 -2.353
H -2.601 3.907 1.085
H 2.027 -0.614 -3.481
H -1.448 -0.052 2.071
H -3.905 3.480 2.173
H 2.049 -1.148 5.759
H -2.685 0.510 3.179
H 0.675 -3.581 -1.910
H 3.144 0.370 -2.094
H 0.023 2.731 1.358
H -4.605 2.361 -3.724
H 4.722 -1.067 0.930
H 2.121 1.653 0.601
H -1.098 0.034 -3.479
H 1.736 -3.523 -0.486
H -0.321 4.713 -2.196
H 2.437 -2.303 -3.790
H -1.509 3.800 -3.124
H 6.077 -0.335 0.023
H -4.278 -1.174 -1.296
H -1.380 1.585 2.740
H 4.773 -0.322 -2.165
H -1.623 1.569 -4.154
H -4.218 3.669 0.463
H -2.463 0.095 -4.574
*
```

Values from the calculation:
Energy relative to the best compared isomer or geometry (same formula, charge and spin) ... 1.557 eV
E_LUMO (alpha / beta) ... -0.805 / -0.807 eV
Total energy ... -132148.2576 eV

***

Entry 2:
ORCA calculation (ωB97M-V/def2-TZVPD) on a structure of composition C29H51BGeIN8S3SeSr.

```
! wB97M-V def2-TZVPD RIJCOSX def2/J DEFGRID3
* xyz 1 1
I -6.691 2.131 1.393
Sr -0.336 -0.473 0.357
Se -1.108 0.883 3.454
Ge -2.898 3.518 4.354
S 1.507 -2.378 -0.811
S 1.898 1.286 0.746
S -1.246 -0.035 -2.363
N 1.464 1.625 -1.933
N -3.065 0.142 0.417
N 0.964 3.410 -0.764
N 4.118 -1.659 -0.177
N -0.291 -1.832 -4.233
N 1.249 -0.527 -3.388
N -3.830 -0.147 -0.651
N 3.135 -0.361 -1.639
C 2.959 -1.447 -0.854
C 4.575 -2.697 0.810
C -1.582 -2.522 -4.549
C -5.048 0.407 -0.576
C -3.840 0.888 1.197
C 0.677 0.398 4.058
C 4.413 0.114 -1.449
C -2.654 4.939 5.666
C 1.471 2.150 -0.688
C -5.099 1.087 0.621
C 0.921 2.556 -2.792
C -0.060 -0.829 -3.344
C 0.724 4.439 0.300
C 5.039 -1.945 2.059
C -0.721 4.276 0.767
C 1.851 -1.355 -4.309
C 0.911 -2.162 -4.829
C -2.590 -1.516 -5.101
C -4.126 2.164 5.037
C 0.947 5.823 -0.317
C 1.678 4.311 1.486
C 5.020 -0.677 -0.551
C -3.546 4.269 2.671
C -2.086 -3.244 -3.299
C -1.098 2.715 4.104
C 0.601 3.648 -2.080
C 3.509 -3.701 1.226
C 5.732 -3.455 0.162
C -1.322 -3.570 -5.627
B 2.201 0.416 -2.595
H 0.194 6.089 -1.056
H 4.775 0.976 -1.977
H 6.110 -4.200 0.861
H -2.270 -4.058 -5.849
H 0.717 0.458 5.143
H 1.478 3.434 2.089
H -2.208 4.542 6.577
H 5.318 -2.666 2.826
H -5.776 0.289 -1.359
H 2.903 -1.291 -4.514
H -3.612 5.388 5.925
H -0.625 -4.339 -5.295
H 3.981 -4.372 1.945
H 5.394 -3.969 -0.738
H 1.543 5.201 2.101
H 6.558 -2.798 -0.105
H 2.930 0.901 -3.421
H 0.877 -0.632 3.758
H 3.143 -4.290 0.391
H -3.505 -2.045 -5.369
H -2.005 5.723 5.276
H 1.412 1.057 3.603
H -5.138 2.568 5.067
H -2.988 -3.803 -3.549
H 2.719 4.273 1.166
H -1.425 4.400 -0.057
H -2.197 -1.043 -6.001
H -3.014 5.190 2.438
H -0.475 3.325 3.451
H -3.426 3.582 1.832
H -0.626 2.672 5.087
H -0.952 5.023 1.528
H -1.333 -3.946 -2.940
H 0.893 6.567 0.475
H 1.933 5.887 -0.778
H -4.138 1.266 4.421
H -3.404 -0.612 -1.446
H -0.957 -3.125 -6.552
H 0.151 4.567 -2.398
H -4.607 4.503 2.760
H -0.864 3.284 1.202
H -2.832 -0.741 -4.382
H 2.660 -3.223 1.707
H 1.001 -2.929 -5.572
H -3.485 1.238 2.149
H 4.234 -1.319 2.446
H 0.813 2.355 -3.841
H 6.016 -0.634 -0.156
H -2.317 -2.546 -2.500
H -3.841 1.871 6.047
H 5.904 -1.312 1.870
*
```

Values from the calculation:
Energy relative to the best compared isomer or geometry (same formula, charge and spin) ... 0.000 eV
E_LUMO ... -2.209 eV
Total energy ... -206804.5355 eV